# 1
{"formula": "C46H57BN9OS3SnTe", "method": "ωB97M-V/def2-TZVPD", "species": ["N", "H", "H", "C", "H", "H", "H", "C", "C", "H", "H", "Te", "S", "H", "C", "H", "H", "H", "H", "H", "H", "C", "H", "H", "N", "H", "C", "H", "H", "C", "C", "S", "C", "C", "N", "H", "H", "C", "N", "H", "C", "Sn", "H", "O", "C", "H", "H", "H", "C", "C", "C", "C", "C", "C", "H", "C", "H", "H", "H", "C", "C", "C", "C", "C", "H", "H", "H", "C", "H", "H", "C", "N", "C", "N", "H", "N", "B", "S", "H", "C", "H", "C", "C", "H", "H", "C", "H", "H", "C", "H", "C", "H", "H", "C", "C", "C", "H", "C", "H", "N", "C", "H", "C", "H", "H", "C", "C", "H", "H", "C", "C", "H", "H", "C", "H", "H", "H", "C", "N"], "xyz": [[1.647218, -1.895068, 4.633759], [1.587970, 1.341836, -3.173350], [-9.021738, 2.750346, -1.214101], [4.541486, 1.934131, -2.051744], [-2.649477, -0.009932, 5.900578], [4.409441, 0.869630, -1.916615], [1.050974, -4.860822, -1.148606], [4.852525, 4.724184, -2.369212], [-1.184717, 1.339192, 4.007009], [2.450220, 3.991755, 2.389263], [2.645950, -4.654420, -1.885914], [-2.670933, 0.072108, -0.660844], [0.228237, 3.416332, 0.346747], [4.977768, 5.791907, -2.487840], [5.007935, 3.124884, 1.939236], [-3.594774, 0.078017, 4.414646], [-4.403143, 4.059195, -0.196774], [6.410247, 1.794601, -3.074306], [3.359846, 1.963002, 1.233792], [-4.900640, -1.829795, -2.644019], [3.131566, -5.339286, 0.448494], [-5.393168, -1.606949, -1.694313], [0.168803, 2.194392, -2.508284], [-1.091866, -3.785266, -1.569607], [2.424149, 2.526578, -0.904589], [1.779144, 2.515733, 3.076755], [-2.418164, -0.029195, -3.727091], [-1.133935, -3.580714, -6.321344], [-7.652226, -0.312275, -2.205214], [5.172738, 0.746690, 3.796825], [5.650817, 2.463399, -2.692595], [2.383629, 5.045977, -1.003054], [3.766408, 2.275594, 2.198020], [4.928311, -0.525184, 4.284210], [-2.073479, -3.681584, 4.230463], [3.623043, -2.980626, 4.785513], [-1.636526, -0.551457, 3.068770], [-1.478190, -0.161598, 4.083557], [2.323216, -2.386695, 1.579194], [-6.339978, -2.145830, -1.670585], [-0.137937, -1.527905, 5.889199], [1.256845, -0.447129, 1.876980], [-0.962104, 1.737625, 4.999128], [2.149056, 1.227649, -0.591992], [1.099702, -2.137783, 5.829923], [-3.917016, 1.502088, -3.530502], [-3.520072, 2.754092, 0.594523], [-0.850750, -1.579086, 6.691562], [-4.645539, 0.749378, -1.079179], [-2.844509, 1.411997, -3.711534], [3.595312, 2.829951, -1.581453], [-1.981042, -2.164188, -2.657761], [-1.934918, -3.098689, -1.484953], [-6.217649, 2.566853, -1.217622], [5.486411, -1.139116, 4.971296], [-2.113724, -0.605684, -4.953859], [-0.336167, 1.570757, 3.356943], [5.422934, 3.504483, 2.874996], [-2.051274, 1.871126, 3.611285], [-4.948114, 2.107641, -0.896499], [1.932840, -2.902659, -0.817639], [-0.310070, -0.920898, 4.645509], [-1.686358, -2.698538, -3.913065], [-6.890527, 0.374057, -1.850727], [-2.240638, -2.447008, -7.098258], [3.632194, -4.882712, 3.106253], [0.003086, 0.530660, -3.091004], [-1.398112, -2.527603, -6.409355], [5.784970, 2.557050, 1.425472], [6.680286, 4.222644, -3.354983], [0.982456, 0.704539, -1.224873], [0.337816, -0.171851, -0.628893], [1.632385, 3.546912, -0.481364], [3.789713, -0.975563, 3.756708], [-2.619200, 1.884859, -4.667542], [0.784003, -1.156339, 3.908301], [3.008224, -2.287045, 4.035072], [-0.649223, -3.336521, 1.815401], [-2.954192, -1.483746, 4.959898], [1.702075, -4.152292, -1.661631], [1.623740, -2.742025, 6.551425], [3.739131, 4.207756, -1.726642], [-8.562779, 2.245143, -2.065443], [-1.857756, -2.601658, -0.522482], [-9.227701, 1.441809, -2.380257], [2.391474, -3.252383, 0.564518], [6.007418, 1.384802, 4.025213], [-2.173312, 0.007806, -5.847155], [-3.939925, 3.086278, -0.357267], [2.600666, -1.682944, -2.482127], [0.670903, 1.228814, -2.592192], [1.234800, -3.878761, -2.608878], [-3.097623, 3.213138, -1.041691], [3.209128, -4.235549, 2.356794], [2.700819, 3.084510, 2.941610], [4.092438, 1.023433, 2.957656], [0.981403, -2.369482, -0.728842], [-1.491497, -3.544307, 3.233614], [3.909690, -2.487204, -1.601330], [3.276211, -0.035844, 2.930253], [2.961005, -4.441840, 1.014387], [-4.753371, -1.995146, -0.900008], [-2.338015, -0.815902, -2.563935], [-6.447329, 3.617695, -1.074802], [-2.346058, 1.969888, -2.915508], [5.804540, 3.838040, -2.850456], [2.950152, -1.976756, -1.489750], [4.749349, 3.986041, 1.320628], [-2.840391, -3.711925, -1.456742], [-1.737762, -1.939499, -5.068833], [-5.629980, -0.131867, -1.533566], [3.120515, -1.073424, -0.899056], [3.068385, 3.370778, 3.929244], [-2.748098, -0.417784, 4.890570], [-8.501008, 2.969787, -2.879498], [-1.415061, -3.747443, -3.975809], [-0.555378, -2.004370, -6.864939], [-7.201126, 1.716105, -1.711170], [2.822541, -3.000502, 2.681881]], "atomic_forces_ev_per_a": [[0.01, -0.09, -0.06], [-0.01, 0.01, 0.00], [0.00, 0.00, 0.00], [-0.04, 0.04, 0.01], [0.00, 0.02, 0.00], [0.00, -0.01, 0.00], [-0.02, 0.02, 0.00], [-0.01, 0.00, 0.02], [0.04, 0.03, -0.02], [0.00, -0.02, 0.02], [0.02, -0.01, 0.00], [-0.27, 0.07, -0.01], [-0.03, -0.01, -0.04], [0.00, 0.01, -0.01], [-0.01, -0.04, -0.02], [0.00, -0.01, -0.01], [0.00, 0.02, -0.01], [0.00, 0.00, 0.00], [-0.02, 0.00, 0.09], [0.01, 0.00, 0.01], [0.01, -0.01, -0.01], [0.02, -0.06, -0.01], [0.01, 0.01, 0.01], [-0.01, -0.01, -0.02], [-0.15, 0.01, -0.28], [0.03, 0.01, -0.01], [-0.08, -0.02, -0.03], [0.00, 0.00, 0.00], [-0.01, 0.00, -0.01], [-0.02, 0.00, 0.08], [0.02, -0.03, -0.01], [-0.02, -0.06, 0.04], [0.04, -0.01, -0.02], [0.03, -0.01, 0.01], [0.00, 0.02, 0.03], [0.02, -0.05, 0.07], [-0.02, 0.01, 0.02], [-0.01, -0.05, -0.02], [0.20, 0.21, 0.20], [0.00, -0.01, -0.02], [0.05, -0.04, 0.02], [-0.35, -0.72, -0.05], [-0.01, 0.00, 0.01], [-0.03, -0.08, 0.21], [0.01, 0.01, 0.07], [-0.01, 0.00, 0.00], [-0.01, 0.00, 0.00], [-0.01, -0.01, 0.00], [0.07, -0.01, 0.04], [0.04, 0.07, 0.00], [0.16, 0.09, -0.07], [0.02, 0.02, 0.00], [0.01, -0.06, 0.09], [-0.02, -0.02, 0.01], [0.01, 0.00, 0.00], [-0.02, -0.03, -0.02], [-0.01, 0.00, 0.00], [0.00, 0.00, 0.01], [0.00, 0.00, -0.01], [0.00, -0.01, 0.02], [-0.08, -0.01, -0.01], [0.06, -0.12, -0.08], [0.02, 0.02, -0.04], [-0.02, 0.03, 0.00], [0.00, 0.00, 0.00], [0.01, -0.01, 0.00], [-0.02, -0.01, 0.01], [0.00, -0.02, -0.04], [0.00, -0.01, -0.01], [0.00, 0.00, 0.00], [-0.04, 0.25, -0.15], [0.18, -0.27, 0.09], [-0.04, 0.13, 0.08], [0.00, 0.02, -0.02], [0.00, 0.01, 0.00], [-0.07, 0.35, -0.03], [-0.03, 0.12, -0.03], [0.12, 0.26, -0.22], [-0.01, -0.04, -0.03], [0.00, -0.01, 0.02], [-0.01, 0.00, 0.01], [0.02, -0.12, -0.01], [-0.03, 0.01, -0.01], [0.02, 0.00, -0.03], [0.00, 0.00, 0.00], [0.03, -0.07, -0.14], [0.01, 0.00, 0.00], [0.00, 0.01, -0.01], [0.04, 0.04, 0.01], [-0.02, 0.02, -0.01], [0.07, 0.00, 0.03], [0.01, 0.00, -0.01], [0.00, -0.01, 0.01], [-0.06, -0.01, -0.04], [0.00, 0.04, 0.05], [0.03, -0.02, -0.12], [0.04, -0.06, 0.02], [-0.06, 0.06, 0.10], [0.00, -0.01, -0.01], [-0.07, 0.12, 0.08], [-0.01, -0.02, 0.09], [-0.01, 0.01, 0.00], [0.04, 0.08, 0.03], [0.00, 0.01, 0.00], [0.00, -0.02, 0.00], [0.03, 0.02, -0.02], [0.02, 0.03, 0.01], [-0.01, 0.01, 0.00], [-0.01, 0.02, 0.01], [0.01, 0.00, 0.06], [0.00, -0.01, 0.00], [0.00, -0.04, -0.02], [0.01, 0.00, 0.01], [0.06, 0.02, 0.05], [0.00, 0.00, 0.00], [0.02, -0.01, 0.00], [0.00, 0.00, 0.00], [0.04, -0.02, 0.00], [0.06, -0.04, 0.00]], "homo_energy_ev": [-6.9517, -6.9501], "multiplicity": 2, "homo_lumo_gap_ev": [6.8, 5.1], "e_above_lowest_kcal_mol": 0.0, "s2": 0.767, "lumo_energy_ev": [-0.144, -1.815]}

# 2
{"formula": "C5H12O2S2", "method": "ωB97M-V/def2-TZVPD", "species": ["C", "H", "H", "S", "C", "H", "H", "S", "H", "O", "H", "C", "H", "H", "C", "O", "H", "H", "H", "C", "H"], "xyz": [[-2.387324, -2.049744, 1.109098], [-1.536252, -2.521033, 0.566984], [-3.523932, -0.220495, 1.140984], [-1.202613, 0.495752, 1.002298], [1.315548, 0.831074, -0.251123], [4.341534, 0.883978, -2.549826], [0.940849, 1.750144, -0.689590], [2.308776, 0.017821, -1.511905], [0.482468, -1.070819, 0.412170], [-0.869722, 0.344667, 2.412880], [1.908418, 1.011115, 0.655385], [-2.642928, -0.623809, 0.647954], [3.117322, 2.111215, -2.382066], [-2.094282, -1.970497, 2.169365], [0.129080, -0.130404, -0.041771], [-1.542535, 1.864966, 0.585242], [4.081362, 1.558280, -0.942276], [-0.275550, -0.335247, -1.020823], [-3.274467, -2.626543, 0.989087], [3.575863, 1.270361, -1.890270], [-2.851615, -0.590782, -0.411796]], "atomic_forces_ev_per_a": [[1.70, 0.73, 0.50], [-0.69, 0.23, 0.25], [0.26, 0.43, 0.29], [-1.26, 1.70, 0.82], [-0.34, 0.02, 0.11], [-0.07, -0.46, -0.12], [-0.03, 0.31, 0.31], [0.71, -0.44, -0.54], [-0.25, 0.30, -0.13], [0.10, -0.47, -1.06], [-0.36, 0.01, -0.19], [0.78, 0.03, -0.25], [-0.11, 0.46, 0.01], [-0.24, -0.45, -0.31], [0.61, -0.18, 0.59], [0.40, -1.80, -0.14], [-0.37, 0.04, -0.67], [-0.45, -0.15, -0.26], [-0.58, -0.57, -0.02], [0.02, 0.01, 1.23], [0.16, 0.26, -0.42]], "homo_energy_ev": -8.9504, "smiles": "CCS(=O)(=O)CCSC", "multiplicity": 1, "homo_lumo_gap_ev": 9.6, "e_above_lowest_kcal_mol": 38.7, "lumo_energy_ev": 0.662}

# 3
{"formula": "H12Na4O7", "method": "ωB97M-V/def2-TZVPD", "species": ["Na", "H", "H", "Na", "O", "H", "H", "H", "O", "O", "O", "H", "Na", "H", "H", "H", "O", "H", "O", "Na", "O", "H", "H"], "xyz": [[-0.413423, -2.116837, -1.545990], [0.031757, -0.158547, 0.065260], [3.619917, 0.904903, 0.623550], [-2.251573, 0.009713, 0.642830], [2.727197, 0.571773, 0.532460], [0.504417, -0.318137, 1.865720], [-3.002663, 0.148773, -2.008570], [-0.636423, 2.766753, 0.137880], [-0.432863, -2.982807, 2.435950], [-0.800333, 2.534543, -0.776140], [-0.332513, 0.384783, -3.421840], [-1.377603, -3.044637, 2.294920], [1.500687, 1.027623, -1.934760], [-1.084853, 3.352323, -1.184200], [-0.133923, -2.348697, 1.784200], [0.493067, 1.107983, 2.373610], [-0.012893, -1.048697, 0.465460], [2.438397, 0.410503, 1.430690], [0.693807, 0.210953, 2.640590], [2.349077, -1.982377, 0.090980], [-2.161133, -0.200577, -1.715290], [-0.196773, 0.595183, -2.477470], [-1.521343, 0.175513, -2.319840]], "atomic_forces_ev_per_a": [[-0.97, 0.27, -0.59], [0.15, -0.47, 0.15], [0.50, 0.29, -0.02], [-0.03, -0.15, -0.14], [-0.01, -0.63, -1.16], [-0.51, -0.72, -0.52], [-0.39, -0.08, -0.37], [0.10, 0.42, 0.28], [0.29, -0.29, 0.00], [0.40, -0.90, 0.26], [1.16, -0.51, 2.00], [-0.27, -0.23, 0.16], [0.52, 0.76, -0.44], [-0.19, 0.35, -0.38], [-0.15, 0.33, -0.04], [-0.01, 0.46, 0.30], [0.39, 0.27, -1.65], [-0.64, 0.14, 1.00], [0.74, 0.63, 0.69], [0.04, 0.20, 0.68], [-1.48, -1.01, 2.47], [-0.49, 0.40, -0.58], [0.85, 0.48, -2.11]], "homo_energy_ev": -15.4584, "multiplicity": 1, "total_charge": 2, "homo_lumo_gap_ev": 7.4, "e_above_lowest_kcal_mol": 0.0, "lumo_energy_ev": -8.056}